DFT (wB97M-V/def2-TZVPD) results for a 10-piece molecular cluster, C17H44BN21O10 overall.

As for the frontier orbital gap: 7.945 eV. The multiplicity is 1. The calculation puts the HOMO energy at -8.35 eV.

Element x y z (Å)
N -5.886923 -0.982941 -0.804609
B -4.891883 -1.224119 -1.867802
O -5.307338 -1.689184 -3.151182
C -3.349623 -0.919100 -1.470569
C -2.365604 -0.536166 -2.524820
N -1.024272 -0.223691 -2.325324
C -0.750186 -0.322749 -0.964357
C 0.660064 -0.015585 -0.537874
C 1.088284 -0.083211 0.869801
C 0.099742 -0.497949 1.983933
C -1.241772 -0.815684 1.540238
C -1.693818 -0.738835 0.099534
N -3.016835 -1.047227 -0.149091
H -6.781838 -0.770031 -1.267647
H -5.594140 -0.086272 -0.383789
H -5.563203 -0.885804 -3.648188
H -2.754197 -0.468061 -3.579419
H 1.434107 0.299793 -1.289269
H 2.140089 0.165448 1.135665
H 0.426148 -0.533648 3.052234
H -1.986577 -1.141486 2.314715
C -7.133635 2.594383 0.475301
O -6.191887 1.945396 0.049633
N -7.931481 2.151101 1.484101
N -7.465414 3.816058 -0.022831
H -8.709779 2.667785 1.848650
H -7.715847 1.251017 1.877186
H -6.897118 4.176008 -0.769940
H -8.234460 4.365569 0.312003
C 3.972039 -2.099528 -1.256087
O 3.870156 -1.082879 -0.569089
N 2.902384 -2.874390 -1.552372
N 5.156118 -2.521991 -1.765160
H 2.952917 -3.707730 -2.107299
H 2.009813 -2.586498 -1.185392
H 5.966603 -1.966755 -1.556324
H 5.264019 -3.348301 -2.322480
C 4.587241 -2.356583 3.335049
O 5.166022 -2.856360 4.289253
N 5.207031 -1.528685 2.449190
N 3.272608 -2.584198 3.071046
H 4.746931 -1.108994 1.656154
H 6.180513 -1.334512 2.607484
H 2.777588 -3.191381 3.700222
H 2.780899 -2.183327 2.290951
C 0.519553 4.289316 -0.725210
O 1.461447 4.041420 -1.468683
N -0.439030 3.379241 -0.427210
N 0.352788 5.502955 -0.129572
H -1.217619 3.563201 0.177004
H -0.356461 2.467743 -0.843185
H 1.041881 6.208236 -0.324627
H -0.415401 5.722497 0.486971
C 6.722076 -5.261864 0.292188
O 6.348675 -4.973093 -0.830630
N 6.654034 -4.357473 1.299190
N 7.222481 -6.483806 0.626622
H 6.942415 -4.541638 2.242990
H 6.283354 -3.450217 1.070086
H 7.280800 -7.170736 -0.104456
H 7.529963 -6.727403 1.549539
C 0.957145 3.170911 2.867767
O -0.093219 2.950040 2.288047
N 1.312661 2.522734 4.016036
N 1.861937 4.078806 2.420932
H 2.170794 2.688440 4.508077
H 0.666826 1.842848 4.376787
H 1.632660 4.578020 1.573947
H 2.730678 4.274386 2.882009
C -2.166811 6.922243 2.691840
O -1.363787 6.557747 1.847870
N -2.696261 8.174940 2.707017
N -2.597581 6.104228 3.686726
H -3.356495 8.493546 3.391147
H -2.398911 8.807100 1.984212
H -2.224921 5.168778 3.704621
H -3.255847 6.380115 4.390969
C -0.044664 -1.176945 -6.761929
O 0.230681 -1.555716 -7.888479
N -0.464876 -2.025622 -5.783954
N 0.043985 0.127336 -6.382360
H -0.695461 -1.729637 -4.852201
H -0.542637 -2.997494 -6.026425
H 0.351255 0.786206 -7.075947
H -0.177080 0.457450 -5.459903
C -0.342747 -4.642642 -0.609343
O 0.566390 -3.837673 -0.481208
N -1.519736 -4.326520 -1.212388
N -0.254787 -5.923787 -0.158981
H -2.279225 -4.971327 -1.327761
H -1.620875 -3.386313 -1.557124
H 0.602043 -6.192828 0.292775
H -0.988778 -6.600423 -0.253520

Force components x, y, z for each atom (eV/Å):
N 1.05 1.27 -2.30
B -0.79 -0.13 1.01
O 0.61 1.28 0.64
C 1.09 -0.19 -0.40
C 0.79 0.21 0.71
N -3.99 -1.21 1.98
C 2.20 0.10 1.32
C -0.05 -0.32 2.88
C -2.77 -0.58 -1.13
C -1.01 0.24 -3.96
C 2.00 0.47 0.07
C 0.71 0.19 1.01
N 1.62 0.91 -2.29
H 0.23 -0.49 0.51
H -0.33 -0.69 0.58
H -0.02 -0.81 0.06
H 0.53 -0.14 1.17
H -1.06 -0.43 0.75
H -0.99 -0.22 -0.40
H -0.45 -0.02 -1.18
H 0.63 0.39 -1.12
C 0.03 -0.03 0.02
O 0.02 0.02 -0.07
N -0.10 -0.33 0.30
N 0.09 0.33 -0.30
H 0.05 -0.01 -0.04
H -0.02 0.09 -0.04
H -0.06 -0.03 0.09
H 0.03 -0.06 0.00
C -0.05 -0.38 -0.36
O 0.18 0.17 0.44
N -0.10 0.44 0.01
N 0.17 0.58 -0.10
H 0.05 0.01 0.09
H 0.01 -0.28 0.02
H -0.05 -0.12 -0.05
H 0.04 -0.11 0.27
C -0.02 0.02 0.01
O 0.07 -0.07 -0.03
N 0.37 0.19 -0.24
N -0.41 -0.09 0.14
H -0.06 -0.10 -0.17
H -0.14 0.05 0.07
H 0.07 0.05 -0.09
H 0.08 -0.06 -0.10
C -0.08 -0.20 -0.31
O 0.09 0.01 0.06
N -0.34 -0.21 -0.70
N 0.25 0.29 0.23
H 0.23 0.00 0.20
H 0.07 0.08 0.11
H -0.12 -0.07 -0.10
H 0.11 0.02 0.02
C -0.13 0.36 0.15
O 0.09 -0.46 -0.49
N 0.12 0.28 0.33
N 0.11 -0.45 -0.16
H -0.10 0.03 0.01
H -0.08 -0.09 0.11
H 0.00 0.08 0.08
H -0.04 0.07 -0.03
C 0.02 0.16 -0.21
O -0.16 -0.04 0.52
N -0.10 -0.36 0.40
N 0.11 0.27 -0.23
H -0.02 -0.01 -0.07
H 0.07 0.08 -0.04
H -0.02 -0.01 0.05
H -0.04 -0.09 0.00
C -0.08 -0.11 0.13
O -0.10 0.17 0.02
N 0.01 0.41 -0.23
N 0.05 -0.44 0.16
H 0.05 -0.05 -0.01
H -0.04 -0.06 0.08
H -0.02 0.08 -0.03
H 0.04 0.03 -0.06
C 0.09 0.03 -0.19
O -0.03 -0.01 0.04
N -0.21 -0.42 0.23
N 0.00 0.45 -0.05
H 0.11 0.02 -0.01
H 0.01 0.11 0.03
H -0.01 -0.09 0.09
H 0.08 -0.07 0.01
C -0.16 0.10 -0.03
O -0.16 -0.10 0.08
N -0.15 0.28 -0.24
N 0.28 -0.32 0.22
H 0.03 0.03 0.03
H -0.05 -0.08 0.07
H -0.09 0.03 -0.05
H 0.01 0.07 -0.01

Here are the Löwdin charges for atoms 1 to 2, given in e: number 1, N, carries 0.1551; number 2, B, carries -0.5143


DFT (wB97M-V/def2-TZVPD) results for C17H44Cu2O17PbS5 as an isolated structure.

The net charge is +4. As for the frontier orbital gap (alpha / beta): 5.724 / 2.337 eV. The multiplicity is 3. As for the energy above the lowest of the compared OMol25 structures with the same formula, charge and spin: 176.2 kJ/mol. The calculation puts the HOMO energy (alpha / beta) at -17.84 / -17.84 eV.

Element x y z (Å)
Pb 16.963833 10.938226 -7.830691
Cu 14.455605 17.451944 -6.440744
Cu 16.168371 14.900251 -7.827608
O 17.064710 13.225994 -6.555935
C 17.358059 13.829482 -5.278219
C 16.255499 14.859932 -4.672942
O 15.805164 15.807050 -5.711338
H 18.384680 14.186698 -5.359088
H 17.392089 13.076417 -4.490919
H 16.827426 15.252844 -3.832331
H 15.336680 14.469932 -4.235033
O 14.469857 11.249267 -7.331055
S 13.621170 12.451242 -7.360451
O 14.271378 13.706864 -7.711684
O 12.285038 12.244444 -8.306583
C 11.342754 11.344711 -8.086733
C 10.332667 11.100222 -9.157254
C 12.876447 12.609268 -5.636759
H 10.836196 11.533710 -7.140278
H 11.829848 10.370863 -8.037109
H 10.722917 10.704448 -10.094888
H 9.989507 12.098717 -9.428053
H 9.503944 10.447546 -8.882787
H 13.609351 13.234093 -5.126322
H 12.655477 11.626338 -5.220701
H 11.977136 13.194300 -5.829307
O 18.210709 15.829992 -8.316247
S 19.602566 16.359052 -8.211090
O 20.409838 16.401663 -9.417936
O 19.779093 17.869856 -7.549980
C 18.647648 18.283538 -6.838530
C 18.734581 19.814853 -6.811345
C 20.512615 15.455412 -6.890704
H 18.701704 17.890462 -5.823316
H 17.706572 18.102080 -7.357721
H 19.718808 20.177196 -6.514523
H 18.109700 20.257904 -6.035889
H 18.509162 20.245928 -7.786767
H 21.597035 15.525948 -6.975260
H 20.258273 14.395705 -6.911726
H 20.219993 15.981463 -5.981998
O 23.849529 17.870663 -4.354141
S 22.971760 18.094876 -5.488627
O 23.250255 17.500290 -6.807145
O 21.377404 17.763836 -5.088731
C 20.760928 18.387451 -3.960330
C 19.929246 17.408202 -3.132181
C 22.969720 19.939617 -5.682560
H 20.101428 19.245757 -4.088699
H 21.574422 18.820030 -3.377929
H 20.441838 16.468715 -2.925529
H 18.899341 17.313031 -3.476176
H 19.756005 17.838920 -2.145998
H 23.043049 20.420494 -4.707123
H 22.034978 20.031241 -6.235692
H 23.761668 20.393734 -6.278137
O 12.225210 15.660311 -0.430771
S 11.975529 14.580548 -1.382108
O 12.655352 13.290944 -1.320738
O 10.358187 14.325929 -1.599009
C 9.534795 13.983687 -0.502761
C 9.120465 15.215692 0.315031
C 12.330340 15.201713 -3.001525
H 10.106156 13.421411 0.235819
H 8.644517 13.441852 -0.821979
H 8.511941 14.864416 1.148335
H 8.513614 15.881963 -0.298093
H 9.886579 15.934919 0.604643
H 11.877214 16.152832 -3.281081
H 12.002917 14.453862 -3.723748
H 13.393256 15.312962 -3.215829
O 17.918936 11.711051 -0.079212
S 16.536364 11.258340 -0.093815
O 16.200622 9.879641 0.139834
O 15.657162 12.164869 1.065006
C 16.196832 13.392430 1.420326
C 15.299822 14.104108 2.458414
C 15.738381 11.811245 -1.618186
H 16.336765 14.063666 0.573000
H 17.069777 13.098304 2.003045
H 15.051119 13.393270 3.246420
H 14.387872 14.542715 2.053345
H 15.785882 14.950268 2.944048
H 14.714006 11.473328 -1.774924
H 16.391789 11.473008 -2.422399
H 15.842617 12.895550 -1.657192

Force components x, y, z for each atom (eV/Å):
Pb -0.71 2.47 1.56
Cu 1.11 -1.44 0.89
Cu 0.56 -0.04 1.39
O -0.57 -1.35 -0.86
C -1.63 -0.69 0.00
C 0.58 0.74 -3.10
O 0.21 0.07 -0.01
H -0.24 0.88 0.23
H 0.10 -0.45 0.11
H 0.00 0.88 0.06
H 0.17 -0.98 -0.07
O 0.50 0.09 -0.81
S -2.33 0.59 1.18
O -1.12 -1.60 -0.33
O 5.84 4.97 -0.76
C -2.33 -5.81 2.18
C -0.30 1.81 -1.68
C 0.49 0.38 -2.05
H -0.15 0.07 0.12
H 0.18 -0.36 0.77
H 0.45 -0.15 0.22
H -0.81 -0.09 -0.17
H 0.19 0.26 0.50
H 0.02 -0.36 0.19
H 0.21 0.17 -0.04
H -0.09 -0.09 0.18
O 2.03 1.50 0.76
S 1.89 -0.97 -1.61
O -1.54 -0.12 1.88
O -0.76 -2.39 -1.72
C -0.58 2.68 0.81
C 0.25 0.21 0.54
C -0.71 0.22 -0.31
H -0.46 -0.31 0.00
H 0.13 -0.81 0.19
H 0.33 -0.23 -0.20
H -0.50 -0.15 -0.21
H -0.05 -0.04 0.12
H -0.17 0.38 -0.61
H -0.32 0.19 0.05
H -0.19 -0.54 0.08
O 0.26 0.24 0.99
S -1.79 -1.53 -4.19
O -1.06 1.28 3.35
O 2.09 0.34 -1.48
C -0.09 0.43 2.49
C 0.29 0.09 0.50
C 0.32 1.30 0.41
H 0.19 0.11 -1.52
H 0.09 -0.27 0.51
H -0.20 -0.13 -0.35
H 0.24 -0.45 -0.62
H 0.38 0.36 0.09
H -0.49 -0.33 0.14
H -0.32 -0.13 0.12
H 0.46 -0.94 -0.26
O -0.14 -2.09 -0.94
S -1.25 0.70 0.00
O -0.35 1.15 0.54
O 2.74 0.51 -1.29
C 0.07 1.04 3.00
C -0.86 0.65 -1.09
C -0.16 -0.04 -1.38
H 0.03 -0.82 -0.43
H 0.43 -0.04 -0.41
H 0.15 0.24 0.12
H -0.57 -0.25 -0.11
H 0.52 -0.82 0.42
H -0.34 -0.09 0.61
H -0.33 -0.05 0.20
H 0.21 -0.10 0.82
O -2.51 0.00 0.46
S 2.10 -3.07 -2.95
O 0.13 2.15 0.36
O 0.14 0.72 0.75
C -3.54 1.49 0.80
C 0.38 -0.55 0.56
C 0.48 0.71 0.30
H 1.12 -0.45 -0.45
H 1.44 -0.14 0.25
H -0.23 0.07 0.02
H -0.17 -0.35 -0.56
H 0.52 -0.15 -0.20
H 0.10 -0.01 0.52
H 0.14 -0.48 0.25
H -0.36 0.09 0.16

Here are the Löwdin charges for atoms 1 to 2, given in e: number 1, Pb, carries 1.7510; number 2, Cu, carries 0.7324


| no. | maximum force (eV Å⁻¹) | electronic energy (hartree) |
| --- | --- | --- |
| 1 | 4.61 | -2601.7357 |
| 2 | 7.71 | -7415.9588 |